Below is C5H8O2 as an isolated structure, with properties calculated with the ωB97M-V functional and the def2-TZVPD basis.

Last column: natural (NBO) charge in e.
Cartesian coordinates (Å):
O  -1.83660  0.21547  1.45553  -0.703
C  -0.53129  0.16320  0.93988  0.079
C  -0.03318  -1.18961  0.34660  -0.453
C  0.58375  -0.61018  -0.95394  0.085
C  1.25413  0.71819  -0.53930  -0.435
C  -0.23144  1.02712  -0.31906  0.050
O  -0.54894  0.15871  -1.44024  -0.528
H  -2.45504  -0.12165  0.79661  0.468
H  0.09754  0.47673  1.78072  0.178
H  0.64452  -1.74898  0.99856  0.215
H  -0.89012  -1.83162  0.10413  0.218
H  1.03579  -1.25832  -1.71164  0.199
H  1.91552  0.74446  0.33180  0.200
H  1.69362  1.24655  -1.38875  0.223
H  -0.69826  2.00992  -0.40090  0.204

HOMO level in Eh: -0.35072
Frontier orbital gap in eV: 10.56
Strongest force on any atom in eV Å⁻¹: 0.46
Relative energy (zero: lowest compared OMol25 entry of this formula, charge and spin) in kJ/mol: 172.0

---

Below is one molecule with the formula C5H8O2 in a non-equilibrium geometry, with properties calculated with the ωB97M-V functional and the def2-TZVPD basis.

Last column: natural (NBO) charge in e.
Cartesian coordinates (Å):
C  -0.29909  -0.68191  1.72301  -0.596
C  -0.44081  0.40395  0.58457  -0.461
C  0.71887  0.66527  -0.31955  0.108
C  0.47201  0.33478  -1.75901  -0.652
O  1.46619  2.03503  -0.27984  -0.492
C  2.33188  1.06942  -0.06565  0.845
O  3.46086  0.72316  0.06265  -0.525
H  -1.13581  -0.64797  2.45071  0.218
H  0.65796  -0.45578  2.21389  0.215
H  -0.30054  -1.72440  1.28239  0.208
H  -0.56208  1.42807  1.14777  0.234
H  -1.44113  0.22267  0.00035  0.218
H  0.18124  -0.78257  -1.92154  0.241
H  1.43632  0.75926  -2.35533  0.226
H  -0.32352  1.00453  -2.07938  0.213

HOMO level in Eh: -0.34033
Frontier orbital gap in eV: 10.11
Strongest force on any atom in eV Å⁻¹: 4.53
Relative energy (zero: lowest compared OMol25 entry of this formula, charge and spin) in kJ/mol: 264.7